ORCA calculation (ωB97M-V/def2-TZVPD) on C60H36CdF15GeN9O2S as an isolated structure.

Values from the calculation:
net charge = 0
HOMO level = -0.27926 Eh
total energy = -192989.7376 eV
energy relative to the best compared isomer or geometry (same formula, charge and spin) = 47.8 kJ/mol
Kohn-Sham gap = 7.25 eV
strongest force on any atom = 0.014 hartree/bohr

Last column: Mulliken charge in e.
Element x y z (Å)
Cd 2.182 -0.131 -0.129  6.10
C 3.591 2.372 3.556  -0.94
C 2.852 1.769 4.559  -0.67
C 2.324 0.506 4.346  -0.97
C 2.553 -0.108 3.127  0.10
N 3.255 0.476 2.151  0.01
C 3.761 1.688 2.365  -0.39
C 1.974 -1.452 2.816  0.27
C 1.701 -2.377 3.806  -0.60
C 1.179 -3.603 3.435  -1.53
C 0.981 -3.889 2.095  -0.40
C 1.302 -2.927 1.151  -1.02
N 1.761 -1.731 1.528  1.92
C 1.277 -3.218 -0.321  0.23
C 0.716 -4.374 -0.837  -1.33
C 0.848 -4.638 -2.191  -0.63
C 1.523 -3.737 -2.995  -1.25
C 2.020 -2.587 -2.406  -0.41
N 1.897 -2.337 -1.105  0.59
H 4.009 3.363 3.681  0.45
H 2.673 2.283 5.495  0.44
H 1.689 0.029 5.085  0.26
H 4.314 2.128 1.539  0.40
H 1.890 -2.146 4.846  0.62
H 0.951 -4.348 4.188  0.45
H 0.610 -4.861 1.799  0.45
H 0.174 -5.064 -0.203  0.39
H 0.432 -5.548 -2.609  0.64
H 1.657 -3.913 -4.057  0.52
H 2.536 -1.836 -2.992  0.42
C 6.682 0.431 -1.443  -1.87
C 5.461 -0.161 -0.795  0.08
N 4.276 0.255 -1.075  0.32
N 4.197 1.276 -2.002  -1.04
C 3.111 2.028 -1.857  -0.79
O 2.248 1.956 -0.917  -1.41
C 2.871 3.067 -2.911  0.98
C 3.815 3.374 -3.887  -0.17
C 3.540 4.344 -4.841  -0.70
C 2.316 5.006 -4.835  -0.54
C 1.369 4.698 -3.867  -0.69
C 1.649 3.733 -2.905  -0.48
C 5.657 -1.246 0.212  0.75
C 6.923 -1.459 0.757  -1.13
C 7.103 -2.459 1.699  -0.49
C 6.018 -3.232 2.071  -1.21
C 4.794 -2.942 1.489  0.15
N 4.607 -1.976 0.593  0.26
H 6.394 0.887 -2.382  0.35
H 7.442 -0.334 -1.621  0.50
H 7.121 1.214 -0.815  0.33
H 4.760 2.844 -3.887  0.46
H 4.278 4.578 -5.601  0.41
H 2.101 5.761 -5.585  0.41
H 0.409 5.204 -3.862  0.45
H 0.923 3.475 -2.141  0.48
H 7.755 -0.836 0.460  0.41
H 8.080 -2.628 2.137  0.41
H 6.112 -4.032 2.796  0.43
H 3.914 -3.525 1.761  0.38
F -4.581 -1.629 -2.761  -0.29
C -4.536 -0.393 -2.242  0.73
C -3.366 0.344 -2.209  -1.14
C -3.474 1.631 -1.699  0.11
F -2.402 2.433 -1.660  -0.27
C -4.654 2.153 -1.224  0.00
F -4.717 3.390 -0.731  -0.34
C -5.791 1.375 -1.256  0.90
F -6.941 1.858 -0.794  -0.38
C -5.738 0.103 -1.774  0.07
F -6.847 -0.637 -1.817  -0.32
Ge -1.501 -0.270 -2.583  1.86
S -0.543 -0.290 -0.701  -0.18
C -1.617 -2.076 -3.454  -0.71
C -2.055 -3.136 -2.666  0.44
F -2.424 -2.939 -1.398  -0.51
C -2.134 -4.429 -3.124  0.16
F -2.556 -5.417 -2.331  -0.38
C -1.740 -4.714 -4.412  0.91
F -1.787 -5.963 -4.859  -0.37
C -1.276 -3.707 -5.223  0.00
F -0.871 -3.992 -6.461  -0.35
C -1.221 -2.414 -4.740  0.57
F -0.744 -1.507 -5.601  -0.30
C -0.855 0.912 -4.043  -0.60
C 0.509 1.077 -4.210  -0.11
F 1.366 0.449 -3.391  -0.48
C 1.057 1.825 -5.223  0.08
F 2.373 1.921 -5.379  -0.36
C 0.219 2.462 -6.108  0.75
F 0.729 3.191 -7.090  -0.40
C -1.147 2.329 -5.985  0.14
F -1.948 2.937 -6.859  -0.34
C -1.666 1.551 -4.969  0.46
F -2.999 1.425 -4.956  -0.37
C -8.933 1.078 5.171  -1.39
C -7.481 0.665 5.212  0.64
C -6.682 0.701 4.079  -0.69
C -5.346 0.311 4.109  -0.66
C -4.768 -0.106 5.304  0.48
N -3.419 -0.525 5.410  -0.01
C -2.283 -0.102 4.753  0.10
O -1.209 -0.660 4.935  -0.66
N -2.466 0.984 3.932  0.04
C -1.457 1.571 3.128  -0.35
C -1.391 2.950 3.010  -0.46
C -0.406 3.512 2.218  -1.33
C 0.492 2.677 1.575  -0.71
N 0.414 1.347 1.659  1.02
C -0.550 0.806 2.405  -0.32
C -5.567 -0.167 6.445  -0.73
C -6.897 0.207 6.395  -0.63
H -9.188 1.533 4.213  0.33
H -9.158 1.799 5.961  0.34
H -9.589 0.216 5.320  0.31
H -7.112 1.022 3.133  0.38
H -4.778 0.292 3.187  0.85
H -3.207 -1.190 6.128  0.28
H -3.277 1.545 4.114  0.49
H -2.109 3.579 3.533  0.42
H -0.336 4.587 2.102  0.53
H 1.277 3.069 0.934  0.37
H -0.623 -0.275 2.415  0.50
H -5.134 -0.512 7.380  0.36
H -7.497 0.149 7.299  0.37

Cartesian forces, eV/Å:
Cd -0.401 -0.041 0.178
C -0.017 0.052 0.108
C 0.000 0.020 0.048
C -0.127 0.008 0.228
C 0.016 -0.116 -0.316
N -0.135 0.038 0.017
C 0.051 -0.183 -0.183
C 0.081 0.251 -0.369
C -0.100 -0.136 0.271
C -0.034 -0.091 0.033
C -0.053 -0.212 0.171
C 0.160 0.254 -0.169
N -0.105 -0.055 0.046
C 0.115 0.251 0.143
C -0.121 -0.235 -0.026
C -0.001 -0.109 0.036
C 0.005 -0.055 -0.103
C -0.015 0.071 0.190
N 0.162 -0.048 -0.204
H -0.003 -0.038 -0.006
H -0.013 -0.007 -0.011
H 0.078 0.092 -0.059
H -0.089 -0.045 0.032
H -0.006 -0.024 -0.081
H -0.008 0.051 -0.032
H 0.032 0.081 0.021
H 0.040 0.031 -0.056
H 0.028 0.051 0.038
H -0.005 0.027 0.108
H -0.003 0.037 0.008
C 0.069 -0.111 0.069
C -0.094 -0.036 -0.135
N 0.309 0.433 0.046
N -0.355 0.062 0.057
C 0.026 -0.190 0.153
O 0.440 -0.188 -0.155
C 0.162 0.165 0.259
C 0.197 0.389 0.228
C 0.119 0.103 0.138
C 0.060 -0.002 0.027
C 0.060 -0.008 0.078
C 0.013 0.145 0.030
C -0.099 0.078 -0.020
C 0.141 0.037 0.048
C 0.085 0.072 -0.005
C -0.014 -0.050 0.055
C -0.153 0.111 -0.138
N -0.076 -0.167 -0.001
H -0.010 0.057 -0.075
H -0.070 0.083 0.037
H -0.032 -0.057 -0.038
H -0.063 0.021 -0.017
H -0.063 -0.020 0.067
H 0.021 -0.073 0.047
H 0.049 -0.027 0.006
H 0.026 0.013 -0.057
H -0.016 -0.059 0.029
H -0.035 0.010 -0.038
H -0.025 0.074 -0.074
H 0.051 0.084 -0.041
F 0.189 -0.078 -0.004
C 0.143 0.041 -0.138
C 0.142 0.002 -0.012
C 0.159 -0.157 -0.090
F 0.102 -0.014 -0.030
C -0.015 0.078 0.048
F 0.013 0.178 0.062
C -0.143 0.071 0.062
F -0.193 0.086 0.076
C -0.096 -0.139 -0.009
F -0.077 -0.070 -0.014
Ge -0.374 -0.120 -0.427
S 0.155 0.052 0.119
C 0.012 -0.004 0.202
C 0.026 0.268 -0.096
F -0.084 0.149 0.086
C -0.097 -0.097 0.047
F -0.005 -0.083 0.085
C -0.042 -0.123 -0.053
F 0.002 -0.273 -0.089
C 0.031 -0.002 -0.080
F 0.041 -0.014 -0.146
C -0.066 0.074 0.220
F 0.024 0.264 0.001
C -0.024 -0.019 0.180
C -0.227 -0.236 0.116
F 0.018 -0.181 0.002
C 0.192 -0.125 -0.217
F -0.316 -0.530 -0.412
C 0.007 0.034 -0.139
F 0.078 0.171 -0.228
C -0.036 0.032 0.011
F -0.109 0.060 -0.090
C 0.204 -0.033 0.089
F -0.142 -0.126 0.224
C 0.096 -0.049 0.020
C -0.097 0.004 0.082
C 0.049 0.025 -0.129
C -0.087 -0.069 -0.112
C 0.136 -0.001 -0.029
N -0.154 0.128 -0.178
C 0.299 -0.005 0.021
O -0.338 0.159 -0.162
N 0.429 -0.087 -0.188
C -0.155 -0.111 0.231
C -0.074 0.192 0.077
C -0.070 0.104 0.025
C 0.041 -0.246 -0.127
N -0.036 0.079 0.254
C 0.156 0.079 -0.104
C -0.002 0.028 0.120
C -0.047 -0.011 0.010
H 0.028 -0.035 0.066
H 0.018 -0.032 -0.051
H 0.048 0.052 -0.018
H 0.065 -0.031 0.113
H -0.026 0.010 0.069
H 0.054 -0.208 0.187
H -0.207 0.136 -0.052
H 0.103 -0.084 -0.035
H 0.004 -0.064 -0.005
H -0.058 -0.064 0.048
H 0.067 0.023 0.038
H -0.040 0.062 -0.085
H 0.056 0.012 -0.076